CH9N3PS | wB97M-V/def2-TZVPD

Positions of all 15 atoms, in Å:
S 1.878 0.142 -0.888
P -0.062 0.511 -0.365
N -0.334 1.418 1.011
N -0.908 1.035 -1.705
N -1.133 -1.829 -0.173
C 1.949 -0.705 0.792
H -1.040 0.304 -2.342
H 0.421 2.047 1.450
H 1.111 -1.438 0.734
H -1.617 -1.772 -1.054
H -1.932 1.256 -1.550
H 2.906 -1.232 0.911
H -1.280 1.752 1.072
H -1.835 -1.529 0.511
H 1.876 0.039 1.596

Summary:
E_HOMO (alpha / beta)   -13.63 / -13.75 eV
Frontier orbital gap (alpha / beta)   8.2 / 8.3 eV
Energy relative to the best compared isomer or geometry (same formula, charge and spin)   441.4 kJ/mol
Total energy   -25768.862 eV
Net charge   +1

From a Mulliken analysis of the wavefunction, the atomic charges in e read: 0.00, 0.67, -0.43, -0.58, -0.60, -0.79, 0.32, 0.30, 0.35, 0.24, 0.34, 0.35, 0.27, 0.26, 0.30